Entry from the Open Molecules 2025 dataset: a structure of composition C18H22FN2O6ReSe2 (ωB97M-V/def2-TZVPD).

XYZ file:
```
52
Properties=species:S:1:pos:R:3:forces:R:3:lowdin_spin:R:1
H 1.6411 0.7585 2.6264 0.1486 -0.1193 0.0127 0.00
C -0.4666 0.8561 2.9586 0.7649 -0.0579 -1.7841 0.01
C -2.6707 0.1062 2.2452 0.5419 -0.2312 0.5179 0.04
C 0.8566 1.5024 2.7422 0.0559 1.0105 -0.0148 0.00
H -0.3712 -3.9624 0.5258 0.4781 0.2814 -0.3424 0.00
O 0.0792 3.7312 -4.9459 -0.9455 -0.7376 0.1670 0.00
H -1.6318 1.8002 1.4389 0.0215 -0.1801 -0.0359 0.00
C 2.7812 -2.9515 0.0058 0.2340 2.4405 1.7518 0.00
H 0.2130 0.0564 4.7848 -0.3546 0.9237 0.4666 0.00
H -2.1991 -0.4003 5.5394 0.3503 -0.6708 -0.0124 0.00
O 0.4687 -0.8920 0.6959 -2.1059 -2.6463 -1.8676 0.01
H -2.2756 3.3024 -3.2917 -0.1511 0.1354 0.0592 0.00
H -2.1810 0.3771 -3.6522 0.9347 0.1258 0.2709 0.00
H -1.4083 2.2278 -5.3200 -0.0335 0.5085 0.0063 0.00
H -3.4389 0.1347 1.4763 -0.2687 -0.5074 0.3776 0.01
C 1.6585 -3.5162 2.1195 -1.7745 -0.3917 -0.2456 0.00
C -0.6661 0.2837 4.1807 0.3373 -0.7705 0.2869 0.00
O 0.7432 -4.0780 2.7344 1.7779 1.1615 -1.1597 0.00
C -1.5646 2.8551 -2.6052 -0.4864 -0.5794 0.3098 0.06
H -1.2695 -1.2156 -2.2661 -0.4696 -0.3796 -0.2665 0.00
N 1.6371 -3.3329 0.7084 -0.2842 -1.7293 1.0610 0.00
C -1.0840 0.4544 -3.4378 -0.2484 -0.4556 -0.9366 0.01
Se 0.7613 1.8536 -0.6140 0.5517 0.9893 -1.3370 0.18
H 1.1836 2.9608 -2.9082 0.0593 -0.8819 0.4398 0.00
C -1.4493 0.7830 1.8861 -1.0774 0.9219 3.0484 0.04
C -0.2466 -1.8672 0.1829 0.9230 1.9600 1.6507 0.02
C 0.3436 -3.2661 0.0382 -0.1372 -0.2298 1.2018 0.00
N 2.7453 -2.9039 2.7161 0.0060 0.1429 -0.5383 0.00
C 0.7509 1.9648 -2.6482 0.3165 0.9482 0.2461 0.06
C -1.8995 -0.2461 4.5092 -0.0242 -0.0044 -0.1372 0.02
C -0.5974 1.9312 -3.3395 -0.2814 -0.8592 0.2662 0.01
O 3.6786 -0.7662 2.6712 -0.3152 -3.2573 -1.4999 0.00
C 3.6108 -2.0700 0.6230 -0.7681 0.1860 -0.5050 0.00
H 1.0886 2.1419 3.6082 0.0984 -0.3331 -0.2513 0.00
O -0.7755 -0.3961 -2.2550 0.3659 1.9450 -0.0777 0.01
Se -2.6991 1.8939 -1.2475 -0.6099 0.6730 -0.4999 0.22
H 2.7703 -3.1155 -1.0326 0.0587 -0.0659 -1.1602 0.00
H -0.5700 4.2637 -5.4232 0.2271 0.0094 0.1357 0.00
H 1.3736 1.1424 -2.9834 0.2812 0.0780 -0.0357 0.00
Re -1.1190 0.4645 -0.1970 1.9323 -0.4763 -1.0177 2.21
H 2.7214 -2.9023 3.7246 0.0003 0.1576 0.1130 0.00
O -1.4745 -1.5877 -0.1433 0.7824 -1.5147 0.2538 0.06
H 0.4598 -3.5412 -1.0010 -0.1371 -0.0071 -0.3118 0.00
H -3.5829 -1.2427 3.6980 -0.5063 0.6048 -0.0069 0.00
C -2.8081 -0.5113 3.5002 -0.7729 0.2021 -1.5276 0.00
H -0.5104 0.0047 -4.2742 -0.4128 0.0190 0.4654 0.00
F 4.3374 -1.1586 -0.0630 0.1093 -1.2414 0.6094 0.00
C -0.4410 2.3973 -4.8317 0.1277 0.1019 0.4144 0.00
H -1.0262 3.6043 -2.0439 0.0011 0.3284 -0.0358 0.01
H 0.8725 2.1628 1.8665 -0.0313 -0.2382 0.2853 0.00
C 3.4106 -1.8350 2.0766 0.2682 3.0216 1.1476 0.00
H 0.2401 1.7437 -5.3586 0.4419 -0.3104 0.0427 0.00
```
Positions in Å, forces in eV/Å.

E_HOMO (spin up / spin down)   -10.669 / -11.621 eV
Relative energy (zero: lowest compared OMol25 entry of this formula, charge and spin)   9.23 kJ/mol
2S+1   4
Lowest unoccupied orbital energy (spin up / spin down)   -4.3 / -4.8 eV
HOMO-LUMO gap (spin up / spin down)   6.38 / 6.83 eV
<S²>   3.778
Charge   +1
DFT total energy   -169819.65745 eV

***

Entry from the Open Molecules 2025 dataset: a structure of composition C18H22N2O (ωB97M-V/def2-TZVPD).

XYZ file:
```
43
Properties=species:S:1:pos:R:3:forces:R:3:mulliken_charge:R:1
C 0.5051 2.6264 3.9082 0.5798 8.6883 -5.9753 -0.26
O -1.8119 1.1864 0.7365 4.8629 5.6737 6.5160 -0.40
H 1.9644 1.7065 0.2227 -0.0943 -0.8268 -0.8242 0.39
H -0.9742 1.2602 -2.1770 0.6202 -1.3313 -0.4125 0.18
H -2.0334 -0.5430 2.1872 1.4192 2.0465 -2.7298 0.21
N 1.0360 -0.1332 0.4956 -0.6197 -7.2505 3.1453 0.23
C 1.4159 -1.6813 -1.4224 8.6955 -1.6265 1.9802 -1.08
C 1.4576 0.6357 -1.7078 1.8879 3.6437 -1.3212 -1.27
C 1.2654 0.9739 -0.2706 -3.6881 3.3867 0.3620 -0.20
C 0.0137 0.0178 3.6303 0.9114 6.6867 -1.6722 -0.92
C -0.3488 0.7687 2.5095 -0.1909 3.9183 2.2346 0.91
C -2.7170 -1.1156 -3.7609 -4.2376 5.5752 -2.8431 -0.40
H 0.8485 3.7603 3.7440 -0.8662 -2.0237 1.3209 0.15
H -0.3339 -0.8887 3.6237 -1.2676 -5.3402 0.7669 0.66
C 1.0342 1.8644 4.8342 5.4371 7.0879 4.6595 -0.23
C -0.0321 2.2849 2.6912 -1.3135 -6.2622 1.0500 -0.75
C -0.1530 -0.7141 -2.8384 -4.8874 -2.4916 1.6538 0.75
H 1.0741 1.5618 -2.3454 0.7948 -2.3933 0.9662 0.32
C -1.1560 0.2578 -2.6793 0.0382 4.5360 -0.5555 -0.02
C -0.6398 -2.0496 -3.1962 5.1888 3.0343 -1.2008 -0.56
H 0.2948 -2.5878 -3.4410 -1.1669 -1.0415 0.2649 0.37
H 1.9144 -2.1587 0.7129 -1.3569 -3.0279 2.5913 0.52
H -0.1772 -1.7740 1.3874 -0.1474 2.3691 -1.7164 0.50
H 1.3026 -0.0673 5.5606 -2.2455 1.6442 -2.6990 0.01
C -1.7921 -2.1288 -3.8843 -3.2895 -0.6755 -0.3305 -0.42
H 2.5603 0.6659 -1.7689 -0.0566 -0.5265 -0.9756 0.35
H -1.0304 -1.0582 -0.2485 2.4311 -0.0945 1.3827 0.01
C 1.8537 -1.3351 0.1488 -1.4605 4.0925 -5.0149 -1.35
H 1.9036 2.1757 5.6150 -2.7206 -0.4239 -1.8442 0.22
C -0.2905 -0.8041 0.6978 -2.9646 0.6673 -0.8880 -0.24
C -1.2577 0.2025 1.3997 2.2891 -4.4593 6.5166 -0.44
C -2.3624 0.3170 -3.3351 6.8519 -14.9580 0.6176 -1.17
N 0.9288 -0.6170 -2.0732 -0.6503 2.0141 -0.7569 0.49
C 0.6944 0.7030 4.6568 0.7777 -14.9609 3.3423 -0.34
H -0.3986 2.9198 1.9532 -0.2236 1.3197 -0.8997 0.56
H -2.9328 1.0107 -3.4090 -6.9638 8.3419 -0.5727 0.86
H 0.2418 1.4957 -0.1960 1.5255 -0.1076 -0.1301 0.17
H 2.8436 -1.0761 0.1896 2.7186 1.2453 -0.5554 0.48
H -2.1376 -3.0041 -4.4429 0.4317 0.0362 0.4075 0.36
H 1.0491 -2.6506 -1.4411 -1.8703 -1.1360 -0.4908 0.67
H -3.9133 -1.0168 -4.3787 3.9379 -1.1835 1.8158 0.11
H 2.5696 -1.8869 -2.0099 -2.4162 0.0108 1.6639 0.28
H -2.2789 0.8962 0.1218 -6.7013 -3.8772 -8.8491 0.31
```
Positions in Å, forces in eV/Å.

E_HOMO   -7.422 eV
Relative energy (zero: lowest compared OMol25 entry of this formula, charge and spin)   1435.46 kJ/mol
Lowest unoccupied orbital energy   0.6 eV
HOMO-LUMO gap   7.98 eV
Charge   0
DFT total energy   -24037.41383 eV

***

Entry from the Open Molecules 2025 dataset: the molecule C18H22N2O5S (ωB97M-V/def2-TZVPD).

XYZ file:
```
48
Properties=species:S:1:pos:R:3:forces:R:3:mulliken_charge:R:1
H 0.8757 -3.9224 1.3153 -0.2580 -0.1445 -0.6575 0.59
H 0.8910 -3.2546 -1.0869 -1.7446 0.7196 2.1563 0.06
H 1.1811 3.1999 -1.5294 4.4409 -3.1305 3.8836 0.88
H 1.8878 1.4420 -2.2862 0.8476 -1.7773 -0.5261 0.40
H 0.8678 1.8359 0.5800 -3.3293 5.2716 -0.2691 0.59
H 0.8581 4.2867 -2.7438 4.5050 7.0791 -6.6784 0.64
C 0.1785 -3.1814 0.9537 2.5646 -1.9671 1.1547 -0.75
N 0.0814 0.3643 -2.3127 5.0813 7.6768 1.5157 0.10
C 1.4681 1.0946 0.6823 3.5383 -7.9238 -3.3073 -0.57
H -1.4218 -2.7016 3.6260 -3.1656 1.5573 1.3594 0.14
C -0.7012 4.4704 -1.2332 5.2476 5.5112 -6.8974 -0.79
O 0.5621 -1.9525 -3.2942 -1.8119 3.6300 2.9422 -0.74
C 0.1030 -2.7430 -0.2827 7.7294 -5.2276 -7.6041 0.50
O -1.5296 3.4053 -3.3245 -0.5908 3.3315 1.9126 -0.54
H 1.8090 -0.5869 -2.3586 2.4047 -0.5257 -1.5132 0.80
C -1.5290 -1.5490 1.3125 5.6230 -2.8116 -1.8476 -1.87
H -2.2956 -1.3387 1.9106 -2.9429 1.4842 2.2267 0.67
C 0.6079 3.7236 -2.0786 -11.1289 -2.2266 0.3868 -1.65
H -1.1608 -4.1900 5.3701 -3.5162 -1.8828 0.3408 0.42
H 0.5605 -4.2007 5.8063 -0.1468 -0.7225 -0.0217 0.35
C 0.2135 -3.5406 3.7194 3.8188 -4.9962 2.8383 0.73
C -0.2643 -3.7738 5.2536 5.5744 4.7469 -1.3278 -1.35
H -0.2521 -2.6858 5.6801 -0.4798 -1.7365 -0.6162 0.32
H 2.4963 -1.6970 1.8542 0.8780 -1.6707 -0.5259 0.65
H -0.7569 1.6934 -0.9200 -0.0179 0.7550 0.6953 0.53
H -1.6574 1.0853 -2.4926 0.8682 2.0286 1.8140 0.34
C 2.2561 -0.9652 1.1320 0.0933 4.5514 7.3490 -0.36
C -0.4836 -2.4736 1.8201 -6.6587 2.7699 -0.3380 1.39
C -0.3239 2.7604 -3.0342 -3.9688 3.6684 14.3275 -0.69
H -2.1608 5.4141 -2.3909 -0.0244 -0.9552 -0.9843 0.40
C -0.7055 1.6198 -1.9802 -2.1647 -4.3944 -5.4526 -0.71
H -2.7071 3.8740 -1.3678 1.7362 1.2894 -2.9656 0.17
O -1.8755 -0.9971 -3.1411 5.8486 0.5282 3.3385 -0.79
C -1.4231 -1.2518 -0.0093 -0.7466 0.9817 0.3376 -0.46
H -0.0315 2.4182 -3.8136 4.3082 -4.3309 -9.4586 1.18
O 2.4728 -0.9011 -0.1104 -2.7325 1.1411 -1.7676 -0.31
C 1.7123 0.2378 -0.5311 2.4127 2.2453 4.2586 0.85
H 1.6731 0.5781 2.7444 -0.6159 0.6676 4.7508 0.68
H -0.3311 5.6457 -1.1637 -0.9155 -3.0701 0.2849 0.27
N -0.6842 -2.9031 3.0747 1.0144 0.7940 -0.5386 -0.10
C -1.8295 4.3883 -2.1659 -3.2020 -3.4346 2.2182 -0.45
C -0.4982 -1.8027 -0.9112 -3.6832 4.0604 1.1847 -0.70
O 1.2431 -4.0381 3.1809 -1.8241 1.3870 2.4760 -0.69
H -0.4399 3.9837 -0.4537 -0.4103 -3.0542 6.1522 0.55
C 1.8159 0.3262 1.8107 1.1440 -4.2959 -8.7675 -1.17
S -0.3484 -1.0022 -2.4709 -7.6491 -11.7305 -7.3617 1.07
C 1.6971 0.3821 -1.9575 -4.1226 2.5625 0.4654 -1.38
H -2.1010 -0.5771 -0.3821 -1.8279 1.5701 -0.9433 0.81
```
Positions in Å, forces in eV/Å.

E_HOMO   -8.220 eV
Relative energy (zero: lowest compared OMol25 entry of this formula, charge and spin)   1678.97 kJ/mol
Lowest unoccupied orbital energy   0.2 eV
SMILES   CC(=O)Nc1ccc(S(=O)(=O)N(Cc2ccco2)C[C@@H]2CCCO2)cc1
HOMO-LUMO gap   8.40 eV
Charge   0
DFT total energy   -43059.32687 eV

***

Entry from the Open Molecules 2025 dataset: the molecule C18H22N4O2 (ωB97M-V/def2-TZVPD).

XYZ file:
```
46
Properties=species:S:1:pos:R:3:forces:R:3:mulliken_charge:R:1
C -3.6922 -1.4715 0.3136 0.1669 -0.0808 0.0545 -0.57
H -5.1731 -2.9833 0.1085 -0.0059 -0.0875 0.0059 0.41
C 0.3069 -1.6479 1.0229 0.2045 0.1340 -0.2697 -0.51
C 3.8021 -0.1217 0.4958 -0.3231 0.1761 0.1373 -0.76
N -1.8959 3.0103 0.1433 0.0628 0.3190 -0.0287 0.03
H 1.1417 -0.2255 -0.3357 0.0126 -0.0311 0.0249 0.14
H 4.5518 2.9600 -0.9005 0.0728 0.1048 -0.0631 0.41
C 1.9359 -1.6316 -2.2617 0.0480 -0.1488 0.1515 -1.26
C -3.4714 -0.1060 0.2351 -0.8757 -0.2050 -0.2176 1.11
N -0.7776 -0.8160 1.2349 -0.9282 0.0315 0.2312 -0.11
C -6.0047 -1.0522 -0.2864 -0.0762 -0.0419 -0.0280 -0.39
H 2.8143 -2.6368 -0.5757 -0.0014 -0.0620 0.0637 0.34
C 2.6037 -0.8013 1.1579 0.0992 0.0698 -0.1441 -1.25
H 4.1431 -0.7189 -0.3511 0.1109 -0.0801 -0.0501 0.29
N -2.3543 0.7040 0.4130 -0.0451 0.6042 -0.1025 0.12
C 4.7675 1.9451 -0.5765 -0.2446 0.0166 0.0550 -1.58
H 2.9255 -1.7372 1.6200 -0.0970 -0.0113 0.0479 0.43
C -1.0635 0.4747 0.8307 0.7734 0.5237 0.0826 0.81
C 1.8538 -2.2004 -0.8506 -0.1505 0.0847 -0.1185 -0.74
H 3.1889 1.9111 0.8738 -0.1194 0.0087 0.0203 0.25
H 2.2297 -2.4092 -2.9629 0.0254 -0.0126 -0.1278 0.46
C 3.5234 1.3059 0.0284 0.2852 -0.1790 -0.0468 0.08
H 1.1229 -3.0113 -0.8326 0.1150 -0.0186 0.0346 0.45
C -4.9738 -1.9241 0.0526 -0.0249 -0.0855 0.0214 -0.91
C 1.4535 -1.1305 0.1871 0.1390 -0.3029 0.1213 1.34
O 0.2637 -2.7587 1.4960 0.0895 -0.1412 0.0677 -0.66
H 0.8098 1.3801 1.2342 0.0620 -0.0537 0.0733 0.37
H -1.5408 -1.2921 1.7061 0.2102 0.0243 -0.0236 0.34
H 2.2308 -0.1584 1.9605 0.0308 0.0022 0.1012 0.48
O 0.1890 3.8175 0.4856 0.1507 0.1076 0.0381 -0.67
C -2.7878 1.9953 0.1058 -0.4450 -0.4666 0.0171 0.26
H 4.6173 -0.0944 1.2231 0.0764 -0.0439 -0.0492 0.45
H 0.9710 -1.2384 -2.5766 -0.0751 0.0694 -0.0609 0.32
H 5.1125 1.3747 -1.4367 0.0769 -0.0331 -0.0977 0.34
H -6.5726 0.9901 -0.6775 -0.1001 0.0940 -0.0347 0.44
H 5.5728 1.9813 0.1540 0.1201 0.0179 0.0448 0.37
C -5.7886 0.3069 -0.3964 0.1714 0.0052 0.0434 -0.79
H 2.6672 -0.8289 -2.3161 0.0811 0.1376 -0.0688 0.25
C -4.5108 0.7812 -0.1399 0.4552 -0.5260 0.2105 0.04
H -2.2296 3.9341 -0.0990 0.0763 -0.0851 0.0244 0.27
C -0.1926 1.5130 0.8709 -0.0410 -0.4042 0.0471 -0.40
H -6.9884 -1.4526 -0.4790 -0.0873 -0.0332 -0.0205 0.38
H 2.7273 1.3108 -0.7184 -0.1228 0.0407 0.0214 0.18
H -2.9126 -2.1829 0.5379 0.0362 -0.0619 0.0067 0.44
N -4.0394 2.0725 -0.2102 0.1941 0.6404 -0.0629 -0.85
C -0.5563 2.8633 0.4919 -0.1835 -0.0166 -0.1323 -0.15
```
Positions in Å, forces in eV/Å.

E_HOMO   -8.606 eV
Relative energy (zero: lowest compared OMol25 entry of this formula, charge and spin)   9.67 kJ/mol
Lowest unoccupied orbital energy   0.2 eV
SMILES   CCCC[C@@H](CC)C(=O)Nc1cc(=O)[nH]c2nc3ccccc3n12
HOMO-LUMO gap   8.82 eV
Charge   0
DFT total energy   -29080.32285 eV